7 unconnected molecules or ions with the total composition C48H93N2O13P at a distorted geometry. Source: the Open Molecules 2025 dataset; level of theory: ωB97M-V/def2-TZVPD.

Its charge is 0. The value obtained for the energy above the lowest of the compared OMol25 structures with the same formula, charge and spin is 1.220 eV. The SMILES is C#CCCCc1c([PH2]=N)c(O)c(CCCCOC(C)=O)c2c1C(=O)N(COCCOCC)C2=O.CCOCC.CCOCC.CCOCC.CCOCC.CCOCC.CCOCC. As for the HOMO energy: -8.31 eV. For the gap between HOMO and LUMO, the calculation gives 7.816 eV. The value obtained for the energy is -3313.4420 Ha. As for the multiplicity: 1.

The geometry in XYZ format:
```
157
Properties=species:S:1:pos:R:3:lowdin_charge:R:1
C -0.8653 1.2762 -6.0406 0.09
C -1.7076 0.4537 -5.7560 -0.12
C -2.6201 -0.6118 -5.2343 -0.19
C -3.0056 -0.3260 -3.7655 -0.18
C -1.8097 -0.2288 -2.7798 -0.13
C -0.6289 -1.1618 -3.0711 -0.14
C 0.7037 -0.6789 -2.9818 -0.18
P 1.0999 1.0622 -2.5248 0.79
N 0.5460 1.3044 -1.0489 -0.28
C 1.7930 -1.5338 -3.2094 -0.25
O 3.0872 -1.0710 -3.0812 0.00
C 1.6459 -2.9037 -3.5330 -0.10
C 2.8363 -3.8448 -3.7348 -0.08
C 3.5795 -3.9692 -2.3405 -0.17
C 3.3341 -5.3185 -1.6400 -0.15
C 1.9056 -5.4535 -1.0260 -0.16
O 1.8833 -5.0633 0.3551 -0.01
C 1.2553 -5.9614 1.1607 -0.52
C 1.8787 -6.1444 2.5561 0.03
O 0.2606 -6.5721 0.8732 0.10
C 0.3511 -3.3646 -3.6275 -0.02
C -0.7623 -2.5020 -3.3936 -0.02
C -2.0286 -3.3683 -3.5298 -0.33
O -3.1213 -3.2749 -3.0603 0.16
N -1.5498 -4.4422 -4.3627 0.04
C -1.7965 -4.3335 -5.7910 -0.17
O -2.1191 -5.5771 -6.3839 -0.10
C -3.4435 -5.9759 -6.0548 -0.17
C -4.4336 -5.7515 -7.2416 -0.18
O -5.2880 -6.8661 -7.4603 -0.16
C -6.3214 -6.9394 -6.4873 -0.26
C -7.4503 -5.8743 -6.6999 -0.07
C -0.2124 -4.7585 -3.9580 -0.32
O 0.2762 -5.8462 -3.9229 0.17
H -0.0567 1.8096 -6.5072 0.03
H -3.5515 -0.5091 -5.8258 0.12
H -2.2506 -1.6235 -5.4306 0.08
H -3.4876 0.6703 -3.7636 0.12
H -3.7813 -1.0080 -3.3840 0.10
H -1.4175 0.8002 -2.8462 0.07
H -2.0872 -0.3840 -1.7243 0.14
H 0.6012 1.9780 -3.4835 0.01
H 2.5098 1.1855 -2.4514 0.01
H -0.1094 2.0859 -1.0886 -0.04
H 3.5179 -1.0330 -3.9448 0.12
H 2.5158 -4.8354 -4.0765 0.11
H 3.5255 -3.3431 -4.4365 0.11
H 4.6603 -3.8604 -2.5443 0.11
H 3.3178 -3.1329 -1.6720 0.12
H 4.0202 -5.4043 -0.7734 0.12
H 3.5462 -6.1965 -2.2719 0.12
H 1.5824 -6.4913 -1.1976 0.13
H 1.2079 -4.8019 -1.5735 0.11
H 1.8475 -5.1867 3.1024 0.09
H 2.9390 -6.4171 2.4451 0.09
H 1.2856 -6.8762 3.1126 0.08
H -2.6002 -3.6120 -6.0277 0.14
H -0.8720 -4.0064 -6.3082 0.16
H -3.4997 -7.0379 -5.7582 0.14
H -3.8132 -5.3995 -5.1828 0.12
H -5.0174 -4.8195 -7.1390 0.11
H -3.8215 -5.6669 -8.1569 0.13
H -5.9310 -6.8801 -5.4543 0.11
H -6.8026 -7.9214 -6.6302 0.12
H -8.3312 -6.3123 -7.1964 0.07
H -7.1112 -5.0230 -7.3058 0.06
H -7.8059 -5.5381 -5.7098 0.07
C 1.0880 -10.4654 0.3817 -0.07
C 2.3076 -10.9303 1.1600 -0.28
O 2.5772 -10.1472 2.3095 -0.17
C 1.5698 -10.1369 3.3051 -0.29
C 1.2935 -11.5055 3.9044 -0.08
H 1.1508 -9.3969 0.1681 0.07
H 1.0078 -11.0108 -0.5599 0.08
H 0.1664 -10.6324 0.9423 0.07
H 3.1894 -10.8417 0.5234 0.12
H 2.2223 -11.9891 1.4289 0.11
H 0.6512 -9.6866 2.9125 0.11
H 1.9304 -9.4731 4.0929 0.11
H 0.8299 -12.1751 3.1776 0.07
H 0.6163 -11.4180 4.7552 0.08
H 2.2215 -11.9741 4.2366 0.08
C 1.9880 1.6033 1.7619 -0.10
C 2.1777 2.0316 3.2053 -0.28
O 3.3785 2.7512 3.4331 -0.16
C 3.4992 3.9747 2.7311 -0.28
C 2.4239 4.9872 3.0875 -0.07
H 2.8730 1.0815 1.3920 0.08
H 1.1254 0.9441 1.6701 0.06
H 1.8188 2.4604 1.1105 0.05
H 2.2358 1.1379 3.8307 0.11
H 1.3153 2.6070 3.5610 0.09
H 3.5225 3.7957 1.6503 0.11
H 4.4755 4.3818 3.0011 0.12
H 1.4410 4.6650 2.7367 0.06
H 2.6422 5.9529 2.6264 0.06
H 2.3582 5.1173 4.1697 0.09
C -2.0706 5.3232 2.3916 -0.07
C -2.2563 5.7512 0.9452 -0.28
O -2.0653 4.6996 0.0149 -0.17
C -2.9580 3.6037 0.1193 -0.28
C -4.4115 3.9805 -0.1147 -0.08
H -1.1195 4.8035 2.5198 0.07
H -2.0905 6.1922 3.0513 0.08
H -2.8611 4.6426 2.7137 0.07
H -1.5078 6.5071 0.7009 0.12
H -3.2349 6.2216 0.7965 0.11
H -2.8332 3.0999 1.0838 0.11
H -2.6494 2.8885 -0.6460 0.11
H -4.7961 4.6114 0.6890 0.07
H -5.0335 3.0853 -0.1613 0.07
H -4.5196 4.5370 -1.0476 0.08
C -0.3677 -0.5884 4.5297 -0.08
C -1.1432 0.7059 4.7090 -0.27
O -2.1716 0.8842 3.7496 -0.17
C -3.2018 -0.0870 3.7529 -0.28
C -3.9810 -0.1414 5.0564 -0.08
H -0.0187 -0.6884 3.5001 0.08
H 0.4936 -0.6125 5.1991 0.08
H -0.9862 -1.4606 4.7518 0.07
H -0.4597 1.5458 4.5805 0.10
H -1.5478 0.7872 5.7240 0.11
H -2.7993 -1.0729 3.4957 0.11
H -3.8810 0.1927 2.9458 0.12
H -3.3664 -0.5200 5.8754 0.07
H -4.8441 -0.8010 4.9560 0.08
H -4.3266 0.8544 5.3394 0.08
C 2.9396 10.1075 -0.6524 -0.08
C 3.0015 9.7921 0.8319 -0.29
O 3.6062 8.5415 1.1196 -0.19
C 4.9597 8.3928 0.7276 -0.27
C 5.9002 9.3683 1.4150 -0.08
H 2.4935 9.2778 -1.2032 0.08
H 2.3469 11.0068 -0.8253 0.08
H 3.9345 10.2796 -1.0676 0.07
H 1.9834 9.7334 1.2218 0.11
H 3.5010 10.5954 1.3851 0.11
H 5.0524 8.4596 -0.3618 0.11
H 5.2426 7.3757 1.0033 0.12
H 5.7235 10.3946 1.0870 0.07
H 6.9376 9.1204 1.1871 0.08
H 5.7586 9.3411 2.4969 0.08
C -0.6330 9.9023 5.9731 -0.08
C 0.2141 8.6919 6.3285 -0.28
O 0.3536 7.7668 5.2667 -0.16
C 0.9958 8.2504 4.0989 -0.28
C 2.4291 8.6898 4.3349 -0.07
H -1.5884 9.5912 5.5470 0.08
H -0.8216 10.5082 6.8606 0.08
H -0.1365 10.5369 5.2363 0.06
H -0.2709 8.1465 7.1397 0.12
H 1.1976 8.9975 6.7022 0.11
H 0.4060 9.0550 3.6437 0.11
H 0.9967 7.4242 3.3871 0.10
H 2.4755 9.5857 4.9589 0.07
H 2.9159 8.9179 3.3864 0.05
H 2.9944 7.9072 4.8445 0.09
```